# 1
Entry from the OMol25 dataset: a 3-piece molecular cluster, C4H15NO3 overall (the ωB97M-V functional and the def2-TZVPD basis).

Structure (ORCA input):
```
! wB97M-V def2-TZVPD RIJCOSX def2/J DEFGRID3
* xyz 0 1
C -1.73 -0.21 2.49
C -1.37 0.76 1.33
N -0.58 0.11 0.32
C -0.30 0.97 -0.88
C 0.23 0.06 -2.00
O -0.90 -0.76 -2.36
H -1.06 -0.23 3.33
H -2.70 0.15 2.88
H -2.07 -1.23 2.16
H -2.24 1.23 0.84
H -0.71 1.56 1.70
H -1.13 -0.61 -0.13
H -1.33 1.32 -1.30
H 0.35 1.76 -0.51
H 1.02 -0.62 -1.58
H 0.53 0.60 -2.87
H -0.99 -1.12 -3.25
H -1.42 -2.55 -0.82
H -1.20 -3.32 0.51
O -1.66 -3.35 -0.33
H 6.78 1.97 -0.47
H 6.50 1.54 0.83
O 5.98 1.97 0.09
*
```

* ΔE to the lowest compared entry with this formula, charge and spin: 37.6 kcal per mole
* SMILES string: CCNCCO.O.O
* E_tot: -441.821940 Eh

Results of the Löwdin charge analysis, in e, for atoms 1 through 6:
1. C -0.0878
2. C -0.3090
3. N -0.1054
4. C -0.1928
5. C -0.2206
6. O -0.1125

***

# 2
Entry from the OMol25 dataset: a 2-piece molecular cluster, C3H11BrOSi overall (the ωB97M-V functional and the def2-TZVPD basis).

Structure (ORCA input):
```
! wB97M-V def2-TZVPD RIJCOSX def2/J DEFGRID3
* xyz 0 1
C 1.81 0.09 -0.76
C 0.39 0.18 -0.19
C -0.69 -0.24 -1.21
Si -2.40 -0.15 -0.46
Br -3.38 1.77 -1.02
H 2.32 -0.82 -0.45
H 1.80 0.10 -1.86
H 2.43 0.94 -0.46
H 0.18 1.21 0.11
H 0.31 -0.43 0.71
H -0.64 0.42 -2.08
H -0.52 -1.27 -1.54
H -3.28 -1.25 -0.88
H -2.32 -0.15 1.02
O 1.18 -0.49 3.03
H 0.77 0.33 3.34
H 2.04 -0.23 2.70
*
```

* SMILES string: CCC[SiH2]Br.O
* E_tot: -3059.678579 Eh

Results of the Löwdin charge analysis, in e, for atoms 1 through 6:
1. C -0.1124
2. C -0.3493
3. C -0.4029
4. Si 0.2137
5. Br 0.2462
6. H 0.0693

***

# 3
Entry from the OMol25 dataset: an isolated molecule of C4H5N3 (the ωB97M-V functional and the def2-TZVPD basis).

Structure (ORCA input):
```
! wB97M-V def2-TZVPD RIJCOSX def2/J DEFGRID3
* xyz 0 1
N -2.01 0.15 -0.10
C -0.67 0.06 0.28
C 0.12 1.20 0.40
N 1.42 1.12 0.14
C 1.85 -0.05 -0.30
N 1.19 -1.23 -0.31
C 0.00 -1.18 0.21
H -1.98 0.83 -0.86
H -2.24 -0.73 -0.54
H -0.30 2.16 0.74
H 2.90 -0.22 -0.36
H -0.34 -2.12 0.66
*
```

* ΔE to the lowest compared entry with this formula, charge and spin: 44.3 kcal per mole
* SMILES string: Nc1cncnc1
* E_tot: -319.641664 Eh

Results of the Löwdin charge analysis, in e, for atoms 1 through 6:
1. N 0.0816
2. C -0.3046
3. C -0.1056
4. N 0.0671
5. C -0.2368
6. N 0.0813

***

# 4
Entry from the OMol25 dataset: a 2-piece molecular cluster, C6H13NO3 overall (the ωB97M-V functional and the def2-TZVPD basis).

Structure (ORCA input):
```
! wB97M-V def2-TZVPD RIJCOSX def2/J DEFGRID3
* xyz 0 1
C -2.89 1.69 -0.02
C -2.22 0.44 0.49
C -0.87 0.32 -0.16
C 0.00 -0.85 0.41
C -0.50 -2.19 0.00
C 1.34 -0.52 -0.19
O 1.20 0.65 0.68
O 5.66 0.58 -1.57
N 5.44 1.06 -0.42
O 6.18 1.40 0.55
H -3.86 1.72 0.47
H -2.31 2.60 0.24
H -3.00 1.65 -1.11
H -1.99 0.49 1.55
H -2.71 -0.49 0.24
H -0.78 0.30 -1.27
H -0.31 1.21 0.12
H -0.10 -0.89 1.55
H -0.58 -2.24 -1.10
H 0.21 -2.97 0.34
H -1.48 -2.43 0.45
H 2.24 -1.11 0.07
H 1.32 -0.43 -1.32
*
```

* ΔE to the lowest compared entry with this formula, charge and spin: 216.5 kcal per mole
* E_tot: -516.594135 Eh

Results of the Löwdin charge analysis, in e, for atoms 1 through 6:
1. C -0.1119
2. C -0.2685
3. C -0.2267
4. C -0.4379
5. C -0.0825
6. C -0.1849

***

# 5
Entry from the OMol25 dataset: C5H8F3N3O as an isolated structure (the ωB97M-V functional and the def2-TZVPD basis).

Structure (ORCA input):
```
! wB97M-V def2-TZVPD RIJCOSX def2/J DEFGRID3
* xyz 0 1
C 1.23 0.40 -0.25
C -1.00 0.27 0.67
C 0.17 2.43 0.49
C 1.49 -2.00 -1.04
C -2.10 -0.22 -0.20
N 0.10 -1.36 0.82
N 0.01 1.05 0.09
N 1.09 -1.05 0.00
O 2.21 0.85 -0.70
F -2.96 0.88 -0.52
F -1.67 -0.71 -1.37
F -2.89 -1.18 0.30
H -1.28 0.53 1.69
H 0.31 2.57 1.55
H 1.04 2.86 0.08
H -0.88 2.92 0.36
H 0.64 -2.11 -1.79
H 2.35 -1.63 -1.48
H 1.79 -3.02 -0.58
H 0.33 -1.50 1.86
*
```

* ΔE to the lowest compared entry with this formula, charge and spin: 46.2 kcal per mole
* E_tot: -734.337702 Eh

Results of the Löwdin charge analysis, in e, for atoms 1 through 6:
1. C -0.4344
2. C -0.0264
3. C -0.0322
4. C -0.0370
5. C -0.5485
6. N 0.0612

***

# 6
Entry from the OMol25 dataset: an isolated ion of composition C13H19O and charge +1 (the ωB97M-V functional and the def2-TZVPD basis).

Structure (ORCA input):
```
! wB97M-V def2-TZVPD RIJCOSX def2/J DEFGRID3
* xyz 1 1
C 1.26 3.61 -1.85
C 0.18 3.73 -1.01
C 2.13 2.54 -1.86
C -0.19 2.73 -0.15
C 1.98 1.59 -0.82
C 0.80 1.75 -0.08
C -1.43 -3.23 -0.06
C 0.08 -3.22 0.24
C -1.82 -1.99 -0.79
C 0.56 -1.94 1.03
C -1.49 -0.67 0.05
C 0.01 -0.69 0.32
C 0.10 0.83 2.22
O 0.64 0.52 0.95
H 1.43 4.44 -2.64
H -0.38 4.56 -1.08
H 2.89 2.61 -2.56
H -1.00 2.76 0.41
H 2.70 0.88 -0.73
H -1.79 -3.99 -0.63
H -2.09 -3.13 0.86
H 0.40 -4.05 0.67
H 0.40 -3.34 -0.82
H -1.21 -2.06 -1.61
H -2.84 -2.10 -0.97
H 0.17 -1.97 1.97
H 1.66 -2.04 1.09
H -1.63 0.32 -0.37
H -1.95 -0.62 1.05
H 0.35 -0.74 -0.64
H 0.30 0.08 2.96
H 0.67 1.72 2.79
H -0.87 1.11 2.09
*
```

* ΔE to the lowest compared entry with this formula, charge and spin: 0.0 kcal per mole
* E_tot: -581.599570 Eh

Results of the Löwdin charge analysis, in e, for atoms 1 through 6:
1. C -0.0558
2. C -0.0481
3. C -0.0191
4. C 0.0230
5. C 0.0477
6. C -0.0447

***

# 7
Entry from the OMol25 dataset: C3H9AgBrNaO4P as an isolated structure (the ωB97M-V functional and the def2-TZVPD basis).

Structure (ORCA input):
```
! wB97M-V def2-TZVPD RIJCOSX def2/J DEFGRID3
* xyz 2 2
Na -9.47 4.64 -2.53
Ag -8.12 2.55 2.71
Br -6.07 3.55 -0.62
C -0.92 0.32 -0.40
O -0.08 -0.62 0.30
P 1.47 -0.21 0.58
O 1.68 1.17 1.18
O 1.87 -1.36 1.61
C 1.76 -2.79 1.26
O 2.05 -0.49 -0.92
C 3.27 0.13 -1.26
H -0.57 1.35 -0.33
H -1.91 0.34 0.06
H -0.97 0.03 -1.45
H 1.52 -3.28 2.21
H 2.74 -3.20 1.02
H 0.89 -2.89 0.61
H 3.81 -0.64 -1.82
H 3.93 0.33 -0.42
H 3.11 1.07 -1.79
*
```

* ⟨S²⟩: 0.752
* ΔE to the lowest compared entry with this formula, charge and spin: 44.3 kcal per mole
* E_tot: -3644.684570 Eh

Results of the Löwdin charge analysis, in e, for atoms 1 through 6:
1. Na 0.9293
2. Ag 0.9579
3. Br 0.1121
4. C -0.1107
5. O -0.2457
6. P 0.4608

***

# 8
Entry from the OMol25 dataset: a 2-piece molecular cluster, C4H7NO overall (the ωB97M-V functional and the def2-TZVPD basis).

Structure (ORCA input):
```
! wB97M-V def2-TZVPD RIJCOSX def2/J DEFGRID3
* xyz 0 1
O -2.77 -1.16 0.29
C -1.64 -1.14 -0.13
C -0.36 0.97 0.98
N 0.51 0.68 0.06
C 0.93 0.58 -1.18
C 1.75 -0.08 -0.15
H -0.82 -1.74 0.32
H -0.23 0.58 1.97
H -1.24 1.53 0.70
H 0.87 1.15 -2.08
H -1.34 -0.57 -1.04
H 1.68 -1.16 -0.03
H 2.65 0.37 0.29
*
```

* ΔE to the lowest compared entry with this formula, charge and spin: 128.5 kcal per mole
* E_tot: -286.426865 Eh

Results of the Löwdin charge analysis, in e, for atoms 1 through 6:
1. O -0.0184
2. C -0.1987
3. C -0.0097
4. N -0.2199
5. C -0.0727
6. C -0.0797

***

# 9
Entry from the OMol25 dataset: C4H7F4GaNO as an isolated structure (the ωB97M-V functional and the def2-TZVPD basis).

Structure (ORCA input):
```
! wB97M-V def2-TZVPD RIJCOSX def2/J DEFGRID3
* xyz -1 1
C 2.46 -0.37 0.30
C 1.49 -0.44 -0.88
O 1.81 -1.09 -1.87
N 0.24 0.18 -0.76
C 0.32 1.58 -0.29
Ga -0.95 -0.91 0.31
F -0.56 -0.62 2.07
C -2.89 -0.29 0.03
F -3.67 -1.25 -0.56
F -3.07 0.83 -0.75
F -3.56 0.02 1.19
H 1.94 -0.53 1.25
H 2.98 0.59 0.35
H 3.22 -1.15 0.16
H -0.46 1.81 0.44
H 0.19 2.26 -1.14
H 1.28 1.82 0.18
H -0.76 -2.45 -0.02
*
```

* E_tot: -2610.985177 Eh

Results of the Löwdin charge analysis, in e, for atoms 1 through 6:
1. C -0.0342
2. C -0.5992
3. O 0.0188
4. N -0.1334
5. C -0.1507
6. Ga 0.4298